a.
This record from the OMol25 dataset describes 2 unconnected molecules or ions with the total composition C4H8NO2. The level of theory is ωB97M-V with the def2-TZVPD basis set.

XYZ file:
```
15
Properties=species:S:1:pos:R:3
C -0.72086 -0.07144 2.08237
C 0.55044 0.02977 2.47332
C 0.27586 -0.45907 1.18012
C 0.91054 -1.34977 0.19938
N 0.56604 0.14620 -0.15612
O -1.41129 1.08741 -1.72356
O 2.23575 -1.56097 0.20351
H -1.71417 -0.18434 2.48655
H 1.25623 0.25201 3.21854
H 0.29109 -1.86041 -0.54024
H 1.46004 0.60272 -0.16604
H -0.33803 0.48768 -0.55990
H -2.05836 1.69752 -1.28950
H -0.67638 1.72406 -1.91960
H 2.40842 -1.98536 -0.71325
```

Computed properties:
LUMO: -3.3 eV
total charge: +1
orbital gap: 11.312 eV

Atomic partial charges in e from the Löwdin method, atoms 1 to 4: 0.13 0.16 -0.35 -0.20

***

b.
This record from the OMol25 dataset describes 2 unconnected molecules or ions with the total composition C4H8NO2. The level of theory is ωB97M-V with the def2-TZVPD basis set.

XYZ file:
```
15
Properties=species:S:1:pos:R:3
C -1.70814 3.15769 0.07195
C -1.41339 1.95000 0.05432
C -1.11517 0.42584 -0.01298
C -2.47673 -1.61918 -0.00117
N 2.45935 0.03050 0.02700
O -0.00360 -0.01985 -0.03541
O -2.22530 -0.22633 0.05866
H -2.10547 4.11390 0.08358
H -2.61507 -2.06415 1.01023
H -1.66454 -2.13916 -0.49661
H -3.49329 -1.78997 -0.61364
H 3.07916 0.83055 -0.16705
H 2.61239 -0.76207 -0.58826
H 2.51856 -0.25274 0.95084
H 1.29358 0.26150 0.18446
```

Computed properties:
LUMO: -3.4 eV
total charge: +1
orbital gap: 11.008 eV

Atomic partial charges in e from the Löwdin method, atoms 1 to 4: 0.18 0.06 -0.45 -0.01

***

Order from most stable to least stable according to the calculation: b, a

***

a.
This record from the OMol25 dataset describes a gas-phase ion, C4H8NO2 (charge +1). The level of theory is ωB97M-V with the def2-TZVPD basis set.

XYZ file:
```
15
Properties=species:S:1:pos:R:3
C 1.72797 0.38362 0.06252
C 1.47490 -1.82457 -0.29726
C 0.37713 0.45249 0.03290
C -0.70513 -0.42178 0.34465
N 0.00777 1.85879 -0.09874
O 2.48475 1.30398 0.02378
O 2.26181 -0.95423 0.20372
H 1.60199 -2.93688 -0.09414
H 0.93435 -1.65722 -1.25992
H -1.11057 -0.90908 -0.54718
H -1.58254 -0.08100 1.02019
H -0.29569 -1.28950 0.89559
H 0.83350 2.15159 -0.64259
H 0.03891 2.42495 0.85949
H -0.93748 2.20986 -0.55536
```

Computed properties:
LUMO (alpha / beta): -6.0 / -6.0 eV
total charge: +1
orbital gap (alpha / beta): 6.724 / 6.727 eV

Atomic partial charges in e from the Löwdin method, atoms 1 to 4: -0.49 0.15 -0.31 -0.07

***

b.
This record from the OMol25 dataset describes a gas-phase ion, C4H8NO2 (charge +1). The level of theory is ωB97M-V with the def2-TZVPD basis set.

XYZ file:
```
15
Properties=species:S:1:pos:R:3
C 0.38191 1.45477 -0.33870
C -0.74761 1.05338 0.15801
C 1.37460 0.36022 -0.59995
C -1.10808 -0.36143 0.35871
N 1.14576 -0.78607 0.25025
O -1.30857 -0.73839 1.56333
O -1.64647 -1.19055 -0.55671
H 0.48765 2.54826 -0.40617
H -1.49458 1.70986 0.66313
H 1.24927 0.19902 -1.72285
H 2.35335 0.85219 -0.37702
H 1.27405 -1.73781 -0.16720
H 1.61854 -0.85063 1.09263
H -1.89155 -1.58820 1.54164
H -1.68828 -0.92462 -1.45912
```

Computed properties:
LUMO: -4.1 eV
total charge: +1
orbital gap: 10.357 eV

Atomic partial charges in e from the Löwdin method, atoms 1 to 4: -0.04 -0.03 -0.21 -0.37

***

c.
This record from the OMol25 dataset describes 2 unconnected molecules or ions with the total composition C4H8NO2. The level of theory is ωB97M-V with the def2-TZVPD basis set.

XYZ file:
```
15
Properties=species:S:1:pos:R:3
C 2.11802 0.93767 -0.33537
C -1.44371 -1.64319 -0.47003
C -1.71953 -0.23468 0.20864
C 2.93665 1.92003 -0.21309
N -0.65837 -1.17953 0.66493
O 1.51568 -0.11005 -0.42769
O -1.46500 0.92625 -0.55953
H -2.08455 -2.44204 -0.11724
H -1.03295 -1.67725 -1.44746
H 2.93834 2.94978 -0.59125
H 3.55654 1.82154 0.61573
H -2.63468 -0.06595 0.72466
H -0.69971 -1.83105 1.54569
H 0.36092 -1.04097 0.41463
H -1.68765 1.66944 -0.01264
```

Computed properties:
LUMO: -3.4 eV
total charge: +1
orbital gap: 9.989 eV

Atomic partial charges in e from the Löwdin method, atoms 1 to 4: -0.18 0.03 -0.19 0.06

***

Order from most stable to least stable according to the calculation: b, c, a

***

a.
This record from the OMol25 dataset describes 2 unconnected molecules or ions with the total composition C2H3IO2. The level of theory is ωB97M-V with the def2-TZVPD basis set.

XYZ file:
```
8
Properties=species:S:1:pos:R:3
O 0.90991 1.56106 0.15614
C 1.61434 0.97678 -0.56694
I 3.35769 -0.09617 0.03217
H 1.58713 1.05207 -1.73646
C -0.44822 -0.57026 0.37030
O 0.35884 -0.89715 -0.47386
H -1.11532 -1.31610 0.79052
H -0.33258 0.46294 0.91062
```

Computed properties:
LUMO: 0.3 eV
SMILES: O=CI.C=O
total charge: 0
orbital gap: 9.985 eV

Atomic partial charges in e from the Löwdin method, atoms 1 to 4: -0.09 -0.82 0.77 0.11

***

b.
This record from the OMol25 dataset describes 2 unconnected molecules or ions with the total composition C2H3IO2. The level of theory is ωB97M-V with the def2-TZVPD basis set.

XYZ file:
```
8
Properties=species:S:1:pos:R:3
O 1.57382 -1.46026 -2.09919
C 1.38944 -0.51977 -1.42550
I 2.69881 0.17375 0.10445
H 0.52355 0.07210 -1.60450
C -1.53711 0.43195 1.27902
O -0.69825 0.86285 0.52352
H -1.95203 -0.62464 1.09539
H -1.99822 1.06402 2.12682
```

Computed properties:
LUMO: 0.5 eV
SMILES: O=CI.C=O
total charge: 0
orbital gap: 10.217 eV

Atomic partial charges in e from the Löwdin method, atoms 1 to 4: -0.02 -0.76 0.76 0.03

***

c.
This record from the OMol25 dataset describes 2 unconnected molecules or ions with the total composition C2H3IO2. The level of theory is ωB97M-V with the def2-TZVPD basis set.

XYZ file:
```
8
Properties=species:S:1:pos:R:3
O 1.84074 0.59910 -1.05670
C 1.20003 1.55770 -0.81957
I -0.28938 2.28529 -2.19678
H 1.30987 2.25173 0.01430
C -0.60603 -0.70817 0.29358
O -0.38173 0.43131 0.57496
H 0.03456 -1.28170 -0.39469
H -1.46760 -1.25157 0.70814
```

Computed properties:
LUMO: 0.4 eV
SMILES: O=CI.C=O
total charge: 0
orbital gap: 10.110 eV

Atomic partial charges in e from the Löwdin method, atoms 1 to 4: -0.04 -0.76 0.72 0.06

***

Order from most stable to least stable according to the calculation: c, b, a

***

a.
This record from the OMol25 dataset describes C10H8O2 in the gas phase. The level of theory is ωB97M-V with the def2-TZVPD basis set.

XYZ file:
```
20
Properties=species:S:1:pos:R:3
C -3.20965 0.05967 -0.57083
C -1.99731 -0.11609 0.22642
C -1.55031 -1.60082 0.46592
O -0.27783 -1.94633 -0.22331
C 0.63051 -0.92428 -0.04810
C 2.00218 -1.32641 0.09093
C 2.96509 -0.32965 -0.03290
C 2.66897 1.07270 -0.18396
C 1.27538 1.52124 -0.19691
C 0.30654 0.60409 -0.25090
C -1.11932 1.06433 0.17549
O -1.27092 2.25555 0.43216
H -3.52868 1.23125 -0.59406
H -3.90807 -0.81488 -0.98376
H -1.26819 -1.61985 1.43722
H -2.09009 -2.50511 0.07677
H 2.56009 -2.41998 0.17680
H 4.00146 -0.76033 0.18706
H 3.67996 1.69539 0.22774
H 1.11102 2.57100 -0.24962
```

Computed properties:
LUMO: -0.2 eV
SMILES: C=C1COc2ccccc2C1=O
total charge: 0
orbital gap: 8.346 eV

Atomic partial charges in e from the Löwdin method, atoms 1 to 4: 0.11 -0.15 -0.08 -0.07

***

b.
This record from the OMol25 dataset describes C10H8O2 in the gas phase. The level of theory is ωB97M-V with the def2-TZVPD basis set.

XYZ file:
```
20
Properties=species:S:1:pos:R:3
O -0.78683 -0.04352 2.88317
C -0.89922 0.17347 1.55749
C -2.06073 0.71496 1.08135
C -2.21110 0.89520 -0.33552
C -1.21112 0.57283 -1.22481
O -1.34819 0.69653 -2.59115
C 0.05348 0.13931 -0.73305
C 1.13997 -0.09460 -1.56639
C 2.27742 -0.71380 -1.05631
C 2.40610 -1.04632 0.30728
C 1.38165 -0.75739 1.17681
C 0.21168 -0.12420 0.69397
H 0.19558 -0.29038 3.14122
H -2.84559 1.00866 1.73603
H -3.15793 1.21426 -0.72271
H -2.26938 0.91896 -2.79468
H 1.07208 0.15404 -2.61761
H 3.11589 -0.89090 -1.70608
H 3.36084 -1.53678 0.56247
H 1.57539 -0.99031 2.20853
```

Computed properties:
LUMO: 0.6 eV
SMILES: Oc1ccc(O)c2ccccc12
total charge: 0
orbital gap: 8.182 eV

Atomic partial charges in e from the Löwdin method, atoms 1 to 4: 0.03 -0.31 0.00 -0.01

***

Order from most stable to least stable according to the calculation: b, a

***

a.
This record from the OMol25 dataset describes 2 unconnected molecules or ions with the total composition C5H5N. The level of theory is ωB97M-V with the def2-TZVPD basis set.

XYZ file:
```
11
Properties=species:S:1:pos:R:3
C 3.56708 0.35260 -0.37006
C 2.72608 -0.47245 0.18459
C -0.14551 -0.51252 -0.10968
C 1.69185 -1.05265 0.63241
C -0.28332 0.88862 0.04929
N -0.64735 -1.49705 -0.63385
H 1.45085 -1.94263 1.24342
H 0.16947 1.37823 -0.70086
H 0.23959 1.12321 1.02911
H -1.29763 1.22769 -0.08360
H -1.49025 -1.49029 -1.25772
```

Computed properties:
LUMO: -1.1 eV
total charge: 0
orbital gap: 7.321 eV

Atomic partial charges in e from the Löwdin method, atoms 1 to 4: 0.10 -0.31 -0.31 0.02

***

b.
This record from the OMol25 dataset describes C5H5N in the gas phase. The level of theory is ωB97M-V with the def2-TZVPD basis set.

XYZ file:
```
11
Properties=species:S:1:pos:R:3
C -0.32119 -0.54369 0.89836
C 1.11273 -0.56133 0.57426
C 1.36363 0.52538 -0.20606
N 0.21191 1.26164 -0.00204
C -0.86949 0.89754 -0.77249
C -1.36857 -0.14295 -0.04291
H -0.63591 -1.11410 1.78027
H 1.75915 -1.41173 0.78026
H 2.10774 0.66679 -0.98835
H -1.06029 1.17450 -1.80882
H -2.27059 -0.72550 -0.21875
```

Computed properties:
LUMO (alpha / beta): -0.4 / -0.5 eV
SMILES: c1ccncc1
total charge: 0
orbital gap (alpha / beta): 7.720 / 8.001 eV

Atomic partial charges in e from the Löwdin method, atoms 1 to 4: -0.04 -0.10 -0.15 0.03

***

c.
This record from the OMol25 dataset describes a molecular structure, C5H5N. The level of theory is ωB97M-V with the def2-TZVPD basis set.

XYZ file:
```
11
Properties=species:S:1:pos:R:3
C -2.60281 -0.23913 -0.50443
C -1.52222 -0.13449 -0.03964
C 0.91304 -1.04367 0.06780
C 1.05251 0.95816 -0.22468
C 0.32954 0.05888 0.82539
N 1.52553 -0.32633 -0.82949
H -3.55126 -0.43197 -1.02689
H 0.87580 -2.11847 0.33453
H 0.59430 1.70160 -0.89212
H 2.05201 1.37145 0.35009
H 0.33357 0.20398 1.93943
```

Computed properties:
LUMO: 0.2 eV
total charge: 0
orbital gap: 10.266 eV

Atomic partial charges in e from the Löwdin method, atoms 1 to 4: -0.03 -0.04 -0.21 -0.20

***

Order from most stable to least stable according to the calculation: b, c, a

***

a.
This record from the OMol25 dataset describes a molecular structure, C2H6N2S2. The level of theory is ωB97M-V with the def2-TZVPD basis set.

XYZ file:
```
12
Properties=species:S:1:pos:R:3
C 0.06917 1.50346 1.96486
C 0.07280 0.03647 -0.66506
H 0.94453 1.02757 2.74015
H -1.08210 2.14571 2.46563
H 0.62585 2.04925 0.85351
H 1.37758 0.85269 -1.91890
H 0.77886 -1.75324 -2.14911
H -1.30098 -3.47670 -0.40116
N 0.73048 1.07369 -1.05842
N 0.11032 -1.38009 -1.30913
S -0.79313 0.19175 0.83617
S -1.53339 -2.27056 -1.35854
```

Computed properties:
LUMO: 0.3 eV
total charge: 0
orbital gap: 9.245 eV

Atomic partial charges in e from the Löwdin method, atoms 1 to 4: -0.43 -0.85 0.07 0.14

***

b.
This record from the OMol25 dataset describes C2H6N2S2 in the gas phase. The level of theory is ωB97M-V with the def2-TZVPD basis set.

XYZ file:
```
12
Properties=species:S:1:pos:R:3
H -0.03736 2.34985 -0.20122
N -0.48411 1.43441 -0.06546
C 0.36316 0.47565 -0.05033
N 1.73139 0.47860 -0.11460
S 2.78980 -0.82668 -0.13937
S -0.29383 -1.20753 -0.12605
C -2.02753 -0.86361 -0.01940
H 2.12857 1.38131 -0.30462
H 3.06441 -0.72810 1.20573
H -2.33574 -0.23392 0.82039
H -2.47894 -1.85069 -0.09070
H -2.41983 -0.40930 -0.91438
```

Computed properties:
LUMO: 0.5 eV
SMILES: [H]/N=C(\NS)SC
total charge: 0
orbital gap: 9.338 eV

Atomic partial charges in e from the Löwdin method, atoms 1 to 4: 0.05 0.06 -0.81 -0.48

***

c.
This record from the OMol25 dataset describes C2H6N2S2 in the gas phase. The level of theory is ωB97M-V with the def2-TZVPD basis set.

XYZ file:
```
12
Properties=species:S:1:pos:R:3
C 1.77026 0.72201 0.77198
C 0.57650 -0.11831 0.35098
N -1.74307 -0.34479 0.37075
N -0.65259 0.33665 0.66473
S -1.62262 -1.23941 -1.21388
S -0.03709 -0.64049 -2.21045
H 1.49557 1.72703 1.08139
H 2.51435 0.57660 -0.05471
H 2.07919 0.19067 1.63661
H 0.81312 -1.03312 -0.11532
H -2.50318 0.26900 0.27484
H -2.69043 -0.44584 -1.55692
```

Computed properties:
LUMO: 0.1 eV
total charge: 0
orbital gap: 8.513 eV

Atomic partial charges in e from the Löwdin method, atoms 1 to 4: -0.07 -0.34 -0.34 -0.11

***

Order from most stable to least stable according to the calculation: b, c, a